# 1
Entry from the Open Molecules 2025 dataset: a structure of composition C23H27N5O5PS2Ta (ωB97M-V/def2-TZVPD).

Calculated values
Relative energy (zero: lowest compared OMol25 entry of this formula, charge and spin), kcal/mol: 11.8
<S²>: 0.7686
2S+1: 2
F_max, eV/Å: 0.8
E_LUMO (alpha / beta), eV: -3.49 / -3.95
HOMO-LUMO gap (alpha / beta), eV: 6.56 / 7.24
Charge: +1

The geometry in XYZ format:
```
64
C23H27N5O5PS2Ta, DFT ωB97M-V/def2-TZVPD
Ta 0.24867 0.01711 -0.12939
C -2.85754 2.87970 1.47030
C -1.81174 2.17854 0.67831
N -1.34067 1.00121 0.95640
N -1.83034 0.38755 2.09049
C -1.29320 -0.78566 2.19274
O -0.46865 -1.22951 1.27087
C -1.55132 -1.64112 3.35863
C -2.32047 -1.16328 4.41943
C -2.55174 -1.97068 5.51812
C -2.01958 -3.25320 5.56241
C -1.25306 -3.72955 4.50819
C -1.01483 -2.92600 3.40528
C -1.17943 2.79334 -0.47017
C -1.55916 4.04927 -0.92890
C -0.88555 4.61824 -1.98987
C 0.16306 3.91117 -2.55753
C 0.48191 2.66445 -2.06307
N -0.17420 2.08091 -1.04463
H -3.15181 2.27653 2.32084
H -3.73450 3.07330 0.84940
H -2.47545 3.83925 1.82239
H -2.72849 -0.16362 4.37218
H -3.14799 -1.60274 6.34211
H -2.20403 -3.88239 6.42312
H -0.84165 -4.72914 4.54500
H -0.41780 -3.28413 2.57780
H -2.37152 4.56867 -0.44410
H -1.16479 5.59471 -2.36052
H 0.73930 4.31358 -3.37786
H 1.28861 2.09790 -2.49783
C 1.16971 -4.14982 -4.93892
C 0.33951 -3.90351 -3.70498
O 0.94420 -2.84720 -2.89873
P 0.46638 -1.36221 -2.91436
S 1.89508 -0.21525 -2.12179
S -1.23455 -1.06173 -1.87271
O 0.22255 -1.08427 -4.45001
C -0.24513 0.19995 -4.93136
C -0.79734 0.00433 -6.32054
H 0.75297 -4.99453 -5.48822
H 2.19579 -4.39106 -4.66535
H 1.17045 -3.27873 -5.59162
H 0.31966 -4.76952 -3.04759
H -0.68701 -3.62328 -3.94636
H 0.60758 0.88147 -4.92554
H -1.00790 0.57352 -4.24385
H -0.03198 -0.38876 -6.98804
H -1.13987 0.96064 -6.71517
H -1.64071 -0.68450 -6.30596
C 3.16333 2.43206 4.06432
N 2.92438 1.37261 3.08689
C 3.55779 0.17085 3.18753
C 3.33224 -0.87090 2.35543
C 2.36387 -0.66072 1.33219
O 1.92166 -1.49401 0.50232
N 1.78179 0.57076 1.21890
C 1.96595 1.60517 2.10154
O 1.34545 2.64653 2.02664
H 4.16146 2.31289 4.47736
H 2.42512 2.38994 4.86473
H 3.08444 3.39335 3.56578
H 4.26633 0.09891 4.00181
H 3.83474 -1.81731 2.46555
```


# 2
Entry from the Open Molecules 2025 dataset: a structure of composition C23H27N9O7SSc (ωB97M-V/def2-TZVPD).

Calculated values
Relative energy (zero: lowest compared OMol25 entry of this formula, charge and spin), kcal/mol: 8.7
F_max, eV/Å: 0.9
E_LUMO, eV: -3.34
HOMO-LUMO gap, eV: 8.15
Charge: +1

The geometry in XYZ format:
```
68
C23H27N9O7SSc, DFT ωB97M-V/def2-TZVPD
Sc 0.10133 0.79954 1.33841
C -2.80883 4.27480 2.70268
O -3.08856 3.57625 1.46491
C -2.28770 2.60104 1.14085
O -1.27579 2.29376 1.83199
N -2.61636 1.93047 0.04492
N -1.74392 0.90381 -0.36695
H -3.59057 5.02088 2.78001
H -1.82972 4.74321 2.65175
H -2.85396 3.57926 3.53631
H -3.39540 2.15149 -0.56881
H -1.50257 1.09662 -1.34740
H -2.31261 0.05593 -0.51233
O 0.29690 0.16296 3.29447
N 1.26271 0.58278 4.03247
N 2.06064 1.31500 3.39112
O 1.84361 1.56287 2.11355
C 3.23478 1.86513 4.02325
C 3.57816 1.45233 5.30266
C 4.70355 2.00645 5.88790
C 5.46384 2.94639 5.20379
C 5.10057 3.33768 3.92495
C 3.97520 2.79707 3.31920
H 2.98167 0.71945 5.82439
H 4.98834 1.69769 6.88429
H 6.34196 3.37171 5.67014
H 5.69197 4.06826 3.39038
H 3.67690 3.08760 2.32377
N -0.37653 -1.28500 0.91876
C -0.58362 -2.38045 0.58424
N -0.81268 -3.58398 0.19616
C -0.18590 -4.75683 0.83262
C 0.67794 -5.49638 -0.19290
C 0.11670 -5.33179 -1.61537
C -1.39815 -5.15909 -1.58204
C -1.75980 -3.82622 -0.93479
H -0.99368 -5.38846 1.20340
H 0.38576 -4.41687 1.69359
H 0.69951 -6.55103 0.08574
H 1.70630 -5.13608 -0.14759
H 0.39576 -6.18898 -2.22653
H 0.56081 -4.45275 -2.09173
H -1.85613 -5.98725 -1.03540
H -1.82676 -5.17305 -2.58336
H -2.78030 -3.81277 -0.55389
H -1.66132 -2.99736 -1.63233
O -3.99974 1.65399 -2.17026
S -3.97290 0.31785 -2.76480
O -5.13337 -0.11258 -3.47528
O -3.41962 -0.66950 -1.81196
C -2.61211 0.46332 -3.97195
N -2.71707 0.01367 -5.20913
C -1.60760 0.09106 -5.95635
C -0.37867 0.54094 -5.45980
C -0.40791 0.98147 -4.15338
N -1.52660 0.97956 -3.43019
C 0.67996 1.34723 -3.19714
C 0.54288 2.48602 -2.42420
C 0.78517 2.37015 -1.08144
N 1.24185 1.22659 -0.53917
C 1.70710 0.27604 -1.36445
C 1.43824 0.29649 -2.71727
H -1.70538 -0.23116 -6.98466
H 0.51122 0.57407 -6.06992
H 0.01841 3.35071 -2.80876
H 0.46460 3.14390 -0.38912
H 2.14684 -0.59806 -0.90162
H 1.64063 -0.57784 -3.32036
```


# 3
Entry from the Open Molecules 2025 dataset: a cluster of 2 separate species, C23H27NO5 in total (ωB97M-V/def2-TZVPD).

Calculated values
Relative energy (zero: lowest compared OMol25 entry of this formula, charge and spin), kcal/mol: 59.4
F_max, eV/Å: 3.2
E_LUMO, eV: -1.79
HOMO-LUMO gap, eV: 4.63

The geometry in XYZ format:
```
56
C23H27NO5, DFT ωB97M-V/def2-TZVPD
C 2.09862 5.70666 -4.41225
O 2.75119 5.27675 -3.20182
C 2.44596 4.08958 -2.63261
C 3.15706 3.72682 -1.45170
C 2.89080 2.51072 -0.83785
C 1.92298 1.64036 -1.36142
C 1.70886 0.22188 -0.72943
C 0.65230 0.05802 0.27882
C -0.72817 0.09957 -0.14306
O -1.09593 -0.19796 -1.26561
O -1.69421 0.46851 0.77560
C -1.26403 1.27633 1.88732
C -0.96640 2.71863 1.45918
C -2.39155 1.21282 2.91398
O -0.12945 0.64935 2.50632
C 0.93598 0.38966 1.65678
O 2.06578 0.46253 2.11691
C 1.23321 1.99543 -2.52183
C 1.48869 3.19635 -3.17516
H 2.54352 6.68207 -4.59922
H 2.29633 5.03396 -5.25228
H 1.01639 5.80128 -4.28440
H 3.89828 4.43136 -1.06347
H 3.44473 2.22878 0.06109
H 1.46583 -0.45385 -1.55871
H 2.64668 -0.04013 -0.22870
H -0.16198 2.80826 0.71307
H -1.88331 3.16237 1.04043
H -0.68543 3.30394 2.34876
H -2.56031 0.16031 3.16608
H -2.10110 1.76412 3.81510
H -3.30818 1.63681 2.48927
H 0.48625 1.31659 -2.92929
H 0.95834 3.46519 -4.09271
C 2.09394 -3.94654 1.38997
N 0.79014 -3.50944 0.87590
C 0.64254 -3.27934 -0.56144
C -0.23693 -3.48014 1.69610
C -1.63382 -3.47031 1.32013
C -2.18321 -4.20086 0.22381
C -3.51756 -4.02718 -0.12726
C -4.36308 -3.20744 0.63790
C -3.85712 -2.60873 1.80422
C -2.52244 -2.76103 2.15368
H 2.82121 -3.87600 0.57669
H 2.40505 -3.31213 2.23345
H 2.05120 -4.98140 1.76381
H 1.64859 -3.09319 -0.95172
H 0.21215 -4.14883 -1.07978
H 0.00867 -2.40302 -0.77180
H 0.03330 -3.57391 2.75860
H -1.56292 -4.92237 -0.32107
H -3.92135 -4.55312 -1.00458
H -5.39968 -3.06325 0.34751
H -4.52670 -2.02111 2.45190
H -2.11969 -2.36375 3.09679
```


# 4
Entry from the Open Molecules 2025 dataset: a structure of composition C23H28BNO3PPdS2Si (ωB97M-V/def2-TZVPD).

Calculated values
Relative energy (zero: lowest compared OMol25 entry of this formula, charge and spin), kcal/mol: 18.8
<S²>: 3.7643
2S+1: 4
F_max, eV/Å: 1.5
E_LUMO (alpha / beta), eV: 4.62 / 4.20
HOMO-LUMO gap (alpha / beta), eV: 7.04 / 6.36
Charge: -2

The geometry in XYZ format:
```
61
C23H28BNO3PPdS2Si, DFT ωB97M-V/def2-TZVPD
Pd 0.01908 0.40468 0.34215
C -0.26567 2.77163 6.01595
C 0.45262 3.10309 4.71333
O -0.45800 3.09592 3.64120
P -0.08201 2.34039 2.18639
S 0.89794 1.73541 -1.20487
S 0.76493 0.56316 2.79773
O 1.23794 3.29381 1.85914
C 2.52340 2.84635 1.51155
C 3.54246 3.71166 2.24271
H 0.46618 2.60429 6.80467
H -0.84559 1.86370 5.86364
H -0.93183 3.58279 6.30989
H 1.23151 2.34238 4.54752
H 0.92990 4.09370 4.77286
H 2.64760 2.91291 0.42368
H 2.64600 1.79125 1.80683
H 3.49912 4.73564 1.87391
H 4.54258 3.30732 2.09597
H 3.30527 3.71876 3.30518
O -2.18371 0.04651 -0.08267
Si -3.17217 -0.17582 -1.25856
C -4.81101 -0.87176 -0.56621
C -4.75753 -1.85430 0.41570
C -5.90500 -2.32889 1.02403
C -7.14279 -1.83616 0.64770
C -7.21949 -0.87748 -0.34813
C -6.06183 -0.40426 -0.94611
C -2.67868 -1.38434 -2.65537
C -1.35522 -1.43563 -3.07753
C -0.96438 -2.26479 -4.11632
C -1.89865 -3.06573 -4.75366
C -3.21717 -3.04353 -4.33331
C -3.59718 -2.20880 -3.29628
C -3.57178 1.47092 -2.15955
C -3.42096 2.64693 -1.43284
C -3.66104 3.88569 -1.99809
C -4.05397 3.97667 -3.32340
C -4.19240 2.81922 -4.07093
C -3.95618 1.58327 -3.49113
H -3.79136 -2.23241 0.71245
H -5.83857 -3.07638 1.80524
H -8.04479 -2.18606 1.13926
H -8.18844 -0.48747 -0.64549
H -6.13388 0.35370 -1.71764
H -0.62167 -0.81553 -2.57366
H 0.06927 -2.29318 -4.43336
H -1.59790 -3.71504 -5.56856
H -3.94749 -3.68491 -4.81691
H -4.63284 -2.20412 -2.97579
H -3.09158 2.57638 -0.40627
H -3.53356 4.78600 -1.41227
H -4.23765 4.94505 -3.77530
H -4.47780 2.88959 -5.11620
H -4.06550 0.69039 -4.09710
B 0.12803 -4.37090 0.83495
C 0.29850 -2.85387 0.54806
N 0.53557 -1.74676 0.30450
H 0.49149 -4.95815 -0.15955
H -1.03493 -4.59026 1.07226
H 0.83444 -4.63080 1.78178
```


Please write out number 4 again, unchanged.
Entry from the Open Molecules 2025 dataset: a structure of composition C23H28BNO3PPdS2Si (ωB97M-V/def2-TZVPD).

Calculated values
Relative energy (zero: lowest compared OMol25 entry of this formula, charge and spin), kcal/mol: 18.8
<S²>: 3.7643
2S+1: 4
F_max, eV/Å: 1.5
E_LUMO (alpha / beta), eV: 4.62 / 4.20
HOMO-LUMO gap (alpha / beta), eV: 7.04 / 6.36
Charge: -2

The geometry in XYZ format:
```
61
C23H28BNO3PPdS2Si, DFT ωB97M-V/def2-TZVPD
Pd 0.01908 0.40468 0.34215
C -0.26567 2.77163 6.01595
C 0.45262 3.10309 4.71333
O -0.45800 3.09592 3.64120
P -0.08201 2.34039 2.18639
S 0.89794 1.73541 -1.20487
S 0.76493 0.56316 2.79773
O 1.23794 3.29381 1.85914
C 2.52340 2.84635 1.51155
C 3.54246 3.71166 2.24271
H 0.46618 2.60429 6.80467
H -0.84559 1.86370 5.86364
H -0.93183 3.58279 6.30989
H 1.23151 2.34238 4.54752
H 0.92990 4.09370 4.77286
H 2.64760 2.91291 0.42368
H 2.64600 1.79125 1.80683
H 3.49912 4.73564 1.87391
H 4.54258 3.30732 2.09597
H 3.30527 3.71876 3.30518
O -2.18371 0.04651 -0.08267
Si -3.17217 -0.17582 -1.25856
C -4.81101 -0.87176 -0.56621
C -4.75753 -1.85430 0.41570
C -5.90500 -2.32889 1.02403
C -7.14279 -1.83616 0.64770
C -7.21949 -0.87748 -0.34813
C -6.06183 -0.40426 -0.94611
C -2.67868 -1.38434 -2.65537
C -1.35522 -1.43563 -3.07753
C -0.96438 -2.26479 -4.11632
C -1.89865 -3.06573 -4.75366
C -3.21717 -3.04353 -4.33331
C -3.59718 -2.20880 -3.29628
C -3.57178 1.47092 -2.15955
C -3.42096 2.64693 -1.43284
C -3.66104 3.88569 -1.99809
C -4.05397 3.97667 -3.32340
C -4.19240 2.81922 -4.07093
C -3.95618 1.58327 -3.49113
H -3.79136 -2.23241 0.71245
H -5.83857 -3.07638 1.80524
H -8.04479 -2.18606 1.13926
H -8.18844 -0.48747 -0.64549
H -6.13388 0.35370 -1.71764
H -0.62167 -0.81553 -2.57366
H 0.06927 -2.29318 -4.43336
H -1.59790 -3.71504 -5.56856
H -3.94749 -3.68491 -4.81691
H -4.63284 -2.20412 -2.97579
H -3.09158 2.57638 -0.40627
H -3.53356 4.78600 -1.41227
H -4.23765 4.94505 -3.77530
H -4.47780 2.88959 -5.11620
H -4.06550 0.69039 -4.09710
B 0.12803 -4.37090 0.83495
C 0.29850 -2.85387 0.54806
N 0.53557 -1.74676 0.30450
H 0.49149 -4.95815 -0.15955
H -1.03493 -4.59026 1.07226
H 0.83444 -4.63080 1.78178
```